{"formula": "C29H40AgBrN4Si", "method": "the ωB97M-V functional and the def2-TZVPD basis", "elements": ["Ag", "C", "C", "C", "C", "C", "C", "N", "C", "C", "C", "C", "C", "C", "N", "N", "C", "C", "C", "C", "C", "N", "H", "H", "H", "H", "H", "H", "H", "H", "H", "H", "H", "H", "H", "C", "C", "C", "C", "Si", "Br", "C", "C", "C", "C", "C", "C", "C", "C", "H", "H", "H", "H", "H", "H", "H", "H", "H", "H", "H", "H", "H", "H", "H", "H", "H", "H", "H", "H", "H", "H", "H", "H", "H", "H", "H"], "positions_angstrom": [[0.0192, 0.4153, -0.0130], [-4.4008, 3.3481, -2.2210], [-4.4988, 2.4286, -1.1852], [-3.5407, 1.4401, -1.0332], [-2.4691, 1.3407, -1.9266], [-2.3807, 2.2675, -2.9644], [-3.3349, 3.2643, -3.1056], [-1.4962, 0.3426, -1.7498], [-1.7644, -0.9018, -2.1231], [-2.8381, -1.2500, -3.0024], [-2.9312, -2.5055, -3.5248], [-2.0114, -3.5268, -3.1766], [-1.0155, -3.2654, -2.2866], [-0.8976, -1.9806, -1.7000], [-0.1055, -1.7226, -0.6420], [0.8193, -2.5414, -0.3282], [1.6000, -2.1371, 0.7323], [2.2902, -3.1225, 1.4556], [3.0786, -2.7551, 2.5201], [3.1865, -1.4048, 2.8512], [2.5125, -0.4918, 2.0685], [1.7510, -0.8272, 1.0266], [-5.1495, 4.1223, -2.3334], [-5.3222, 2.4889, -0.4831], [-3.6136, 0.7161, -0.2292], [-1.5596, 2.1866, -3.6665], [-3.2542, 3.9777, -3.9165], [-3.5422, -0.4796, -3.2869], [-3.7203, -2.7305, -4.2321], [-2.1284, -4.5196, -3.5907], [-0.3307, -4.0308, -1.9482], [2.1679, -4.1544, 1.1578], [3.6160, -3.5020, 3.0897], [3.7869, -1.0772, 3.6880], [2.6004, 0.5710, 2.2713], [-3.1884, 5.2371, 1.1066], [-2.8087, 4.7029, 2.4943], [-3.2469, 5.7376, 3.5441], [-3.5972, 3.4034, 2.7124], [-0.9055, 4.4327, 2.6273], [-0.5029, 2.4215, 1.5637], [0.1519, 5.7040, 1.6386], [-0.0454, 5.5431, 0.1233], [-0.2381, 7.1349, 2.0449], [1.6482, 5.5170, 1.9263], [-0.2793, 4.0742, 4.4217], [1.0867, 3.3690, 4.4404], [-0.1604, 5.3893, 5.2074], [-1.2645, 3.1471, 5.1500], [-4.2754, 5.3588, 1.0581], [-2.9046, 4.5468, 0.3120], [-2.7490, 6.2162, 0.9102], [-4.3109, 5.9575, 3.4183], [-2.6975, 6.6772, 3.4371], [-3.1068, 5.3748, 4.5633], [-4.6656, 3.6174, 2.6057], [-3.4415, 2.9837, 3.7056], [-3.3381, 2.6455, 1.9737], [-1.0769, 5.7020, -0.1864], [0.2616, 4.5558, -0.2220], [0.5743, 6.2821, -0.3941], [-1.2668, 7.3698, 1.7678], [0.4121, 7.8502, 1.5332], [-0.1269, 7.2949, 3.1206], [1.9804, 4.5037, 1.6921], [1.8942, 5.7421, 2.9654], [2.2201, 6.2065, 1.2983], [1.8610, 3.9305, 3.9220], [1.0259, 2.3755, 3.9980], [1.4044, 3.2488, 5.4810], [0.6169, 6.0342, 4.7915], [0.1092, 5.1752, 6.2457], [-1.1006, 5.9451, 5.2157], [-1.4269, 2.2225, 4.5926], [-2.2279, 3.6262, 5.3267], [-0.8490, 2.8764, 6.1254]], "forces_ev_per_a": [[-0.028, 0.259, -0.258], [-0.030, 0.041, 0.031], [-0.007, 0.053, 0.071], [0.049, -0.046, -0.063], [-0.231, 0.019, -0.035], [0.131, -0.023, -0.002], [-0.060, 0.021, 0.009], [0.180, -0.143, 0.183], [0.253, 0.350, 0.225], [-0.175, -0.209, -0.198], [0.035, 0.231, 0.092], [0.137, -0.245, -0.017], [-0.033, 0.053, 0.039], [-0.487, -0.089, -0.206], [0.613, -0.550, -0.041], [-0.504, -0.348, -0.526], [0.520, 0.604, 0.724], [-0.147, -0.007, -0.173], [0.031, 0.145, 0.007], [0.017, -0.151, 0.018], [0.067, 0.127, 0.030], [-0.166, -0.395, -0.077], [0.021, 0.000, -0.014], [-0.007, -0.013, -0.017], [0.012, 0.014, 0.007], [0.019, 0.009, 0.035], [0.025, -0.023, -0.015], [-0.004, -0.023, -0.021], [-0.042, 0.013, 0.031], [0.018, 0.021, -0.025], [-0.019, -0.034, -0.050], [-0.007, 0.002, 0.001], [-0.039, -0.026, 0.011], [0.019, 0.040, -0.040], [-0.051, -0.007, -0.022], [-0.034, 0.036, 0.055], [0.149, -0.035, -0.003], [0.113, 0.022, 0.007], [0.022, 0.007, 0.063], [0.103, -0.085, 0.037], [-0.157, 0.476, 0.375], [-0.082, -0.103, 0.062], [-0.035, 0.014, -0.014], [-0.081, -0.080, 0.087], [-0.073, 0.004, 0.033], [-0.058, -0.008, -0.155], [-0.033, 0.044, -0.018], [-0.040, 0.053, -0.125], [0.013, 0.064, -0.039], [-0.013, -0.036, 0.029], [0.019, -0.010, -0.055], [-0.051, -0.069, -0.043], [-0.013, -0.005, -0.034], [-0.084, -0.006, 0.053], [-0.036, 0.036, -0.032], [-0.002, 0.031, 0.011], [-0.038, -0.026, -0.063], [-0.003, -0.006, -0.024], [0.116, -0.016, -0.037], [0.000, -0.004, -0.003], [0.014, 0.023, 0.020], [0.046, 0.049, 0.029], [0.019, -0.004, -0.016], [-0.021, 0.070, -0.071], [0.022, 0.002, 0.030], [0.036, -0.010, -0.057], [-0.011, 0.015, -0.021], [0.001, -0.068, 0.040], [0.016, -0.021, -0.030], [-0.021, 0.010, 0.018], [-0.027, 0.004, 0.065], [0.006, -0.026, 0.009], [0.096, 0.033, 0.051], [-0.031, -0.007, 0.025], [0.022, -0.058, 0.013], [0.023, 0.021, 0.012]], "mulliken_charge": [-0.293, -0.490, -0.757, 0.397, -0.109, -0.143, -0.612, -0.595, 0.165, -0.472, -0.564, -0.693, -0.351, 0.333, 0.567, -0.746, 0.430, -0.348, -0.303, -0.622, -0.442, -0.121, 0.410, 0.394, 0.485, 0.478, 0.401, 0.393, 0.374, 0.344, 0.438, 0.409, 0.387, 0.380, 0.417, -2.071, 2.750, -1.875, -1.631, -0.450, -0.004, 2.245, -1.824, -1.664, -2.038, 2.284, -1.913, -1.734, -2.049, 0.644, 0.247, 0.323, 0.532, 0.311, 0.327, 0.532, 0.284, 0.113, 0.344, 0.316, 0.524, 0.296, 0.524, 0.272, 0.303, 0.341, 0.594, 0.332, 0.368, 0.524, 0.293, 0.525, 0.307, 0.341, 0.324, 0.593], "charge": 0, "fmax_ev_per_a": 1.08, "energy_ha": -4358.57498, "multiplicity": 1, "orbital_gap_ha": 0.2299}